97
Properties=species:S:1:pos:R:3:mulliken_charge:R:1 method="wB97M-V/def2-TZVPD" e_tot_ha=-7789.27804 homo_ev=-9.07 fmax_ha_per_bohr=0.0319 homo_lumo_gap_ev=7.91
C 2.73261 1.67534 4.43986 -1.51
C 1.87238 2.76343 5.09117 0.86
O 1.58484 2.46420 6.46070 -0.47
C 2.51799 4.16776 5.00235 -0.42
O 1.62280 5.22211 4.61514 -0.25
C 0.68219 5.51813 5.54359 0.43
O 0.73591 6.54661 6.13705 -0.54
O -0.33284 4.63365 5.83399 -0.17
C -1.53622 4.86754 5.12545 -0.20
Br -1.28175 5.69530 3.36897 -0.14
C -2.33788 3.49845 5.00852 0.00
C -1.47393 2.24364 5.21279 -1.44
Br -3.12215 3.35440 3.20623 0.06
H 3.03032 1.92029 3.41574 0.32
H 2.15457 0.74346 4.38882 0.37
H 3.60943 1.47320 5.06631 0.29
H 0.89236 2.77827 4.60515 -0.19
H 2.28054 2.82312 7.01376 0.41
H 3.06877 4.44449 5.91275 0.35
H 3.26382 4.11585 4.19926 0.17
H -2.14693 5.55713 5.71666 0.51
H -3.12640 3.49360 5.76298 0.46
H -0.79694 2.30783 6.06999 0.41
H -2.16590 1.41414 5.42406 0.50
H -0.91951 1.95099 4.31593 0.36
C 6.36072 3.46734 0.19981 -0.67
C 7.63579 3.61265 -0.33799 -0.41
C 8.74022 3.14224 0.35371 -0.73
C 8.57593 2.53376 1.59283 0.36
C 7.29878 2.40835 2.14286 0.06
C 6.19213 2.86753 1.43697 -0.16
C 7.10691 1.80336 3.48702 0.38
O 5.99420 1.69049 3.96412 -0.63
C 8.30591 1.34766 4.23769 0.20
C 8.15292 0.82974 5.51915 -0.50
C 9.26094 0.38942 6.22454 -0.52
C 10.52652 0.45619 5.64998 -0.47
C 10.68549 0.97595 4.37564 -0.59
C 9.57827 1.43145 3.66894 0.24
C 9.76838 2.01777 2.31582 0.55
O 10.87256 2.07858 1.81444 -0.67
H 5.49844 3.82763 -0.34615 0.42
H 7.76660 4.09210 -1.29934 0.39
H 9.73087 3.25033 -0.06641 0.48
H 5.20154 2.75889 1.85728 0.50
H 7.16911 0.77432 5.96488 0.50
H 9.14019 -0.00886 7.22360 0.41
H 11.39008 0.10536 6.19996 0.40
H 11.66948 1.03209 3.93049 0.47
C -2.65283 -4.62826 -1.93179 -0.64
C -3.92156 -4.51268 -2.49081 -0.29
C -4.80265 -3.55251 -2.02076 -0.60
C -4.42372 -2.71019 -0.98159 0.24
C -3.15880 -2.84216 -0.40484 0.22
C -2.27202 -3.79672 -0.89094 -0.56
C -2.75200 -1.98309 0.73813 0.53
O -1.64977 -2.09356 1.23803 -0.67
C -3.72790 -0.99053 1.26118 0.07
C -3.38828 -0.21644 2.36460 -0.55
C -4.28207 0.72311 2.85532 -0.91
C -5.51801 0.89767 2.23885 -0.72
C -5.86406 0.12511 1.14210 -0.61
C -4.97538 -0.82777 0.65444 0.17
C -5.37368 -1.67202 -0.50091 0.64
O -6.45331 -1.52173 -1.03950 -0.69
H -1.96229 -5.37242 -2.30695 0.40
H -4.22086 -5.16960 -3.29654 0.36
H -5.78711 -3.45862 -2.45903 0.51
H -1.28764 -3.89006 -0.45276 0.47
H -2.42570 -0.34973 2.84099 0.54
H -4.01799 1.32065 3.71461 1.02
H -6.21247 1.63732 2.61827 0.41
H -6.82616 0.25778 0.66594 0.47
C -3.54714 -6.66874 -10.20381 -0.45
C -2.93049 -6.84465 -8.96883 -0.53
C -3.15783 -5.94137 -7.94340 -0.51
C -3.99479 -4.85080 -8.15166 0.27
C -4.59531 -4.66203 -9.39793 0.19
C -4.37687 -5.58032 -10.41877 -0.60
C -5.45640 -3.47643 -9.65518 0.55
O -5.98245 -3.31478 -10.73771 -0.67
C -5.65117 -2.49106 -8.55910 0.35
C -6.40699 -1.34811 -8.79455 -0.63
C -6.60702 -0.42896 -7.77700 -0.45
C -6.06038 -0.65094 -6.51658 -0.56
C -5.30193 -1.78523 -6.27787 -0.63
C -5.08727 -2.70393 -7.29974 0.21
C -4.24421 -3.89871 -7.03753 0.47
O -3.76626 -4.08855 -5.93651 -0.67
H -3.37508 -7.38032 -11.00097 0.40
H -2.27327 -7.68920 -8.80690 0.40
H -2.68275 -6.08041 -6.98182 0.48
H -4.85221 -5.44047 -11.38006 0.47
H -6.83513 -1.17666 -9.77279 0.47
H -7.19187 0.46232 -7.96386 0.40
H -6.22380 0.06454 -5.72114 0.43
H -4.87311 -1.95596 -5.29930 0.61


100
Properties=species:S:1:pos:R:3:mulliken_charge:R:1 method="wB97M-V/def2-TZVPD" charge=+2 de_lowest_kcal_mol=7.11 e_tot_ha=-3906.26401 homo_ev=-13.10 fmax_ha_per_bohr=0.0087 homo_lumo_gap_ev=7.27
Ta 1.49529 1.35217 -0.20387 2.36
C -4.85537 -0.06710 -5.54876 -1.53
C -3.99188 -0.12639 -4.32301 0.87
C -4.53897 -0.41585 -3.07378 -0.96
C -3.74096 -0.49121 -1.94485 -0.59
C -2.37623 -0.28417 -2.07575 1.12
C -1.79876 0.01323 -3.30332 -0.50
C -2.61523 0.09180 -4.41613 -1.21
S -1.40841 -0.43199 -0.60299 0.57
O -0.17441 0.45795 -0.92780 1.20
C -0.75774 -2.07042 -0.71250 1.51
C -0.19118 -2.53504 -1.92178 -0.60
C 0.40608 -3.75389 -1.94403 -1.27
C 0.45511 -4.56420 -0.78008 0.83
C 1.08823 -5.82636 -0.79624 -1.09
C 1.14704 -6.58766 0.33700 -0.68
C 0.57810 -6.12173 1.54015 -1.02
C -0.04229 -4.90518 1.58923 -0.95
C -0.12336 -4.09697 0.42824 0.75
C -0.73343 -2.81048 0.44790 -0.05
C -1.25870 -2.27271 1.73966 0.15
C -2.54755 -2.64517 2.20857 0.54
C -3.39423 -3.50223 1.46438 -0.82
C -4.62453 -3.84506 1.94992 -1.03
C -5.06591 -3.35029 3.19443 -0.67
C -4.26992 -2.51893 3.93192 -0.97
C -2.99261 -2.14442 3.45973 0.86
C -2.15205 -1.28423 4.21737 -1.37
C -0.92230 -0.92890 3.76209 -0.93
C -0.48836 -1.43079 2.51389 0.96
S 1.05445 -0.97872 1.81352 0.68
O 0.85895 0.57883 1.58243 -0.78
C 2.28926 -1.04207 3.05268 0.90
C 2.46865 -0.02504 3.98445 -0.60
C 3.49709 -0.14641 4.89601 -1.06
C 4.34559 -1.25900 4.89103 0.89
C 5.47937 -1.35196 5.86855 -1.56
C 4.14443 -2.25456 3.93758 -0.98
C 3.12685 -2.15012 3.00664 -0.63
H -5.90416 0.06680 -5.29183 0.39
H -4.76643 -0.99586 -6.11575 0.30
H -4.55155 0.74661 -6.20623 0.39
H -5.60559 -0.57466 -2.98148 0.40
H -4.17828 -0.70669 -0.97622 0.58
H -0.73140 0.17138 -3.38189 0.48
H -2.17907 0.31884 -5.38131 0.47
H -0.21774 -1.91654 -2.80727 0.38
H 0.86546 -4.11932 -2.85339 0.46
H 1.52901 -6.17711 -1.72058 0.49
H 1.63397 -7.55329 0.31648 0.44
H 0.63290 -6.73524 2.42940 0.48
H -0.47870 -4.55978 2.51786 0.58
H -3.05683 -3.89372 0.51267 0.57
H -5.26466 -4.50628 1.38138 0.47
H -6.04086 -3.63568 3.56599 0.43
H -4.60676 -2.13906 4.88803 0.47
H -2.50794 -0.91762 5.17174 0.46
H -0.27708 -0.28150 4.33968 0.49
H 1.84150 0.85666 3.96660 0.49
H 3.65779 0.63760 5.62543 0.42
H 5.20265 -0.93489 6.83579 0.40
H 6.33617 -0.78486 5.49850 0.30
H 5.79941 -2.38229 6.00988 0.40
H 4.80415 -3.11201 3.91170 0.40
H 2.99013 -2.91473 2.25004 0.56
O 3.42850 -1.72634 -1.91494 -0.53
C 3.17590 -0.71910 -1.34104 0.67
O 2.13782 0.09177 -1.60122 -0.82
C 3.96508 -0.18484 -0.12132 0.37
O 5.01006 -0.60256 0.24694 -0.52
O 3.27528 0.81245 0.47805 -0.99
O 1.82093 2.98888 1.09212 -0.39
N 1.08653 4.04727 1.03407 -0.69
N 0.19784 3.95388 0.15734 1.45
O 0.08791 2.80552 -0.50194 -1.18
C -0.74669 5.00143 -0.11308 0.40
C -0.45281 6.29344 0.29905 -0.46
C -1.38040 7.28724 0.04337 -0.62
C -2.56568 6.98719 -0.61729 -0.48
C -2.82975 5.68849 -1.02748 -0.81
C -1.91664 4.67671 -0.77799 -0.29
H 0.47673 6.51259 0.80479 0.50
H -1.17357 8.30139 0.35551 0.41
H -3.28348 7.77131 -0.81551 0.41
H -3.75237 5.45892 -1.54232 0.42
H -2.10565 3.65988 -1.09025 0.52
S 4.56120 4.33012 -2.20898 -0.21
C 3.86238 3.22361 -1.13822 -0.12
N 2.69410 2.74660 -1.48520 0.52
C 2.27340 3.27814 -2.71037 -0.34
C 1.10121 2.96598 -3.40128 0.17
C 0.87293 3.58721 -4.60897 -0.93
C 1.78819 4.50409 -5.14313 -0.64
C 2.95518 4.80871 -4.47778 -0.55
C 3.18676 4.18235 -3.25535 0.52
H 4.34881 2.93422 -0.21706 0.42
H 0.38607 2.25912 -3.00269 0.38
H -0.02987 3.36149 -5.16056 0.50
H 1.57814 4.97421 -6.09376 0.43
H 3.66982 5.50710 -4.89121 0.45


94
Properties=species:S:1:pos:R:3:mulliken_spin:R:1 method="wB97M-V/def2-TZVPD" charge=+1 e_tot_ha=-4981.03442 homo_ev="-10.89 / -10.88" spin_multiplicity=5 fmax_ha_per_bohr=0.0214 homo_lumo_gap_ev="7.78 / 5.41"
Pd -0.41911 0.42039 0.42634 1.52
O -1.89490 -0.60494 -0.66767 0.56
C -1.80358 -0.92350 -2.02341 0.01
C -0.93158 0.11230 -2.76791 0.02
C 0.51380 -0.11622 -2.49191 -0.04
C 1.38481 -0.57749 -3.46920 0.01
C 2.70104 -0.83306 -3.13333 0.00
C 3.12490 -0.61179 -1.83453 0.01
C 2.21647 -0.14098 -0.90010 -0.01
C 2.59636 0.17081 0.51722 -0.03
C 1.99034 -0.78257 1.58107 0.00
O 0.59882 -0.87935 1.44998 0.43
C 2.28590 -0.14642 2.94973 0.04
C 1.25298 0.26661 3.78297 0.01
C 1.53761 0.89381 4.98914 0.00
C 2.85011 1.11273 5.37470 0.00
C 3.88439 0.68626 4.55282 0.00
C 3.60322 0.05880 3.35107 0.00
C 2.54489 -2.20802 1.49661 0.01
C 1.74187 -3.26027 1.93151 0.02
C 2.20547 -4.56426 1.88733 0.00
C 3.47904 -4.84012 1.40923 0.00
C 4.28750 -3.79866 0.98466 0.00
C 3.82283 -2.49208 1.02971 0.00
N 0.93762 0.08909 -1.24230 0.14
C -1.20122 -2.30927 -2.25500 0.02
C -1.32547 -2.91662 -3.50044 0.00
C -0.67853 -4.11288 -3.76665 0.00
C 0.10433 -4.71143 -2.78908 0.00
C 0.22309 -4.11498 -1.54314 0.00
C -0.43007 -2.92045 -1.27304 -0.07
C -3.27217 -0.86371 -2.43358 0.08
C -3.81746 0.16113 -3.19379 0.01
C -5.17683 0.17550 -3.47537 0.00
C -6.00375 -0.82552 -2.98880 0.02
C -5.46541 -1.84838 -2.22040 -0.01
C -4.10909 -1.86615 -1.94570 0.01
H -1.22673 1.11705 -2.44962 0.00
H -1.10388 0.02325 -3.84260 0.00
H 1.01610 -0.75178 -4.46990 0.00
H 3.39265 -1.20390 -3.87773 0.00
H 4.14709 -0.80151 -1.54106 0.00
H 2.25457 1.18664 0.74962 0.03
H 3.67938 0.19907 0.61425 0.00
H 0.22612 0.08359 3.49485 -0.01
H 0.72510 1.19971 5.63602 0.00
H 3.06952 1.59672 6.31670 0.00
H 4.91340 0.83410 4.85271 0.00
H 4.42169 -0.28830 2.73234 0.00
H 0.74783 -3.05135 2.30180 -0.01
H 1.56891 -5.36927 2.23099 0.00
H 3.83939 -5.85927 1.37399 0.00
H 5.28551 -3.99919 0.61757 0.00
H 4.48318 -1.70097 0.69950 0.00
H -1.94247 -2.45546 -4.26386 0.00
H -0.78736 -4.58044 -4.73638 0.00
H 0.61154 -5.64421 -2.99678 0.00
H 0.82807 -4.57522 -0.77141 0.00
H -0.33571 -2.46560 -0.29501 0.02
H -3.19717 0.95799 -3.58489 0.00
H -5.58766 0.97115 -4.08259 0.00
H -7.06205 -0.81255 -3.21268 0.00
H -6.10258 -2.63726 -1.84303 0.00
H -3.68337 -2.66824 -1.35651 0.00
Br -6.89663 3.33784 2.80793 0.06
C -5.37987 2.28410 2.55367 0.27
C -5.45439 0.89259 2.72857 -0.09
C -4.33975 0.13039 2.55466 0.22
C -3.07533 0.70421 2.15859 0.07
O -2.08246 -0.03522 2.02389 0.37
C -3.03655 2.15451 1.97252 0.14
C -1.83075 2.88989 1.63129 0.01
N -0.78333 2.41324 1.08429 0.16
C 0.36129 3.23885 0.93526 -0.01
C 1.08288 3.63072 2.03033 0.03
C 2.28479 4.35092 1.86144 -0.01
C 2.73984 4.65156 0.61080 0.02
C 2.00859 4.25627 -0.53557 -0.01
C 2.42815 4.55164 -1.85328 0.00
C 1.65906 4.14507 -2.90325 0.00
C 0.46498 3.44246 -2.63678 0.00
N 0.03759 3.14408 -1.43667 0.01
C 0.80021 3.54103 -0.38581 -0.03
C -4.17250 2.89814 2.20027 -0.03
H -6.39836 0.44509 3.00753 0.00
H -4.34999 -0.94272 2.68750 0.01
H -1.85602 3.95470 1.87339 0.01
H 0.76072 3.33691 3.02137 0.00
H 2.84521 4.64913 2.73660 0.00
H 3.66471 5.19765 0.47587 0.00
H 3.34711 5.10247 -2.00940 0.00
H 1.93980 4.35437 -3.92561 0.00
H -0.15669 3.12079 -3.46684 0.00
H -4.15161 3.97625 2.10240 0.00


118
Properties=species:S:1:pos:R:3:mulliken_charge:R:1 method="wB97M-V/def2-TZVPD" de_lowest_kcal_mol=0.00 e_tot_ha=-8215.97659 homo_ev=-7.77 fmax_ha_per_bohr=0.0159 homo_lumo_gap_ev=7.31
Hf 0.38908 -0.37348 -0.55360 0.43
O -1.37281 -1.18454 -1.22259 0.69
C -1.94098 -1.53553 -2.36484 -0.06
C -3.25118 -1.14669 -2.67150 -0.74
C -3.84672 -1.57064 -3.84065 -0.67
C -3.16606 -2.38857 -4.74345 -0.95
C -1.86022 -2.73006 -4.48080 -0.81
C -1.22481 -2.28952 -3.31128 1.04
C 0.18850 -2.46480 -3.17733 -1.08
N 0.93724 -1.88244 -2.30619 1.75
N 2.29266 -2.05521 -2.59093 -1.24
C 2.99745 -1.30600 -1.80709 0.15
O 2.46775 -0.54887 -0.88905 1.27
C 4.47202 -1.29077 -1.93902 0.43
C 5.23661 -0.54310 -1.04775 -0.24
C 6.61786 -0.53334 -1.15896 -0.96
C 7.24309 -1.27082 -2.15421 -0.55
C 6.48300 -2.02274 -3.04141 -0.81
C 5.10200 -2.03533 -2.93472 -0.53
H -3.76919 -0.49715 -1.98550 0.30
H -4.86036 -1.26046 -4.06013 0.50
H -3.65002 -2.72296 -5.64993 0.39
H -1.29597 -3.32534 -5.18870 0.46
H 0.69674 -3.04878 -3.94397 0.36
H 4.73552 0.01381 -0.26641 0.44
H 7.20897 0.04530 -0.46152 0.44
H 8.32226 -1.26701 -2.23448 0.41
H 6.96933 -2.60148 -3.81543 0.44
H 4.49723 -2.61580 -3.61765 0.44
Cl 1.80174 2.23050 -0.06504 0.44
C 1.71692 2.47594 1.66485 -0.38
C 1.98404 3.75527 2.11504 -0.84
C 1.91401 4.02600 3.46966 -0.66
C 1.57297 3.00989 4.34893 -0.84
C 1.30817 1.73881 3.87124 0.47
Cl 0.86815 0.52329 5.02070 -0.19
C 1.36857 1.40987 2.50193 -0.02
S 1.01247 -0.22369 2.00753 -0.11
H 2.23067 4.52907 1.40171 0.49
H 2.11702 5.02112 3.83920 0.43
H 1.50066 3.19366 5.41121 0.43
C 0.60005 -3.59798 1.64302 -1.14
N 1.45997 -3.11863 0.53317 1.53
C 1.51903 -4.21650 -0.46251 -0.85
N 2.01292 -5.46761 0.10455 0.13
C 1.14205 -5.85938 1.21140 -0.71
N 1.08664 -4.83203 2.24727 0.16
C 2.44203 -4.59477 2.74223 -0.71
N 3.34735 -4.18125 1.66925 0.14
C 2.83144 -2.94988 1.08018 -0.59
C 3.35276 -5.22157 0.64271 -0.73
H -0.40552 -3.76356 1.25750 0.31
H 0.56055 -2.82770 2.41061 0.07
H 2.17738 -3.92444 -1.27661 0.16
H 0.51485 -4.37598 -0.86283 0.05
H 1.51316 -6.78974 1.64628 0.37
H 0.13420 -6.03104 0.82709 0.33
H 2.82175 -5.51168 3.19786 0.38
H 2.40927 -3.81093 3.50168 0.33
H 3.49654 -2.64600 0.27316 -0.05
H 2.81520 -2.16456 1.83308 0.15
H 3.73886 -6.14757 1.07404 0.34
H 4.01110 -4.91290 -0.17284 0.36
C 3.14995 1.73195 -3.28476 -1.42
N 2.15341 2.78519 -3.13845 0.19
C 2.71541 4.05138 -2.67833 -1.28
C 0.83991 2.53367 -3.13033 0.42
S 0.20216 0.94620 -2.94286 -0.30
N -0.01609 3.54751 -3.35863 0.29
C 0.28273 4.62719 -4.29038 -1.27
C -1.43236 3.44406 -3.02028 -0.77
H 4.02204 2.16062 -3.77872 0.40
H 2.75293 0.91848 -3.88664 0.47
H 3.44984 1.35032 -2.31057 0.50
H 3.48219 3.82785 -1.93508 0.46
H 1.95466 4.66005 -2.20022 0.42
H 3.17517 4.60615 -3.49803 0.30
H 1.18393 4.40874 -4.85480 0.40
H 0.39084 5.58998 -3.78837 0.33
H -0.54672 4.70193 -4.99498 0.44
H -1.56659 2.84823 -2.12427 -0.03
H -1.99900 3.00138 -3.84213 0.34
H -1.80162 4.45240 -2.83209 0.43
F -5.54353 3.25417 1.44507 -0.29
C -5.73922 2.05377 0.89571 0.66
C -4.70347 1.13815 0.81270 -0.07
C -5.03762 -0.11709 0.33029 -0.37
F -4.09763 -1.07389 0.29121 -0.37
C -6.30668 -0.44776 -0.10964 -0.09
F -6.57015 -1.66778 -0.58059 -0.33
C -7.30625 0.50854 -0.04755 0.80
F -8.53717 0.22004 -0.46456 -0.31
C -7.02271 1.76311 0.46415 -0.01
F -7.98995 2.67665 0.55402 -0.30
Ge -2.86148 1.34857 1.53972 0.92
S -1.20115 1.65210 0.20332 -0.28
C -2.92286 -0.16202 2.82407 -0.59
C -2.30402 -1.38986 2.70532 0.24
F -1.47710 -1.65514 1.67682 0.30
C -2.51511 -2.41915 3.61007 0.02
F -1.87778 -3.58320 3.47063 -0.28
C -3.41200 -2.25184 4.64899 0.48
F -3.63158 -3.23940 5.51192 -0.33
C -4.10193 -1.05250 4.76519 0.12
F -5.00220 -0.88794 5.73484 -0.31
C -3.85228 -0.05213 3.84895 0.62
F -4.58851 1.07034 3.93968 -0.38
C -2.63232 3.06172 2.50979 0.02
C -2.07198 3.16194 3.77366 0.32
F -1.81936 2.06133 4.49218 -0.49
C -1.69094 4.37145 4.32907 0.32
F -1.15111 4.42054 5.54946 -0.39
C -1.84766 5.53421 3.59746 0.68
F -1.47335 6.70518 4.11257 -0.34
C -2.36424 5.47137 2.31483 0.14
F -2.47722 6.58564 1.58507 -0.33
C -2.72710 4.24528 1.79260 -0.22
F -3.13107 4.21065 0.51476 -0.43